# C34H45MnN6OP2S

A molecular structure, C34H45MnN6OP2S (wB97M-V/def2-TZVPD, the Open Molecules 2025 dataset).

Cartesian coordinates (Å):
Mn 0.07644 -0.98993 1.32683
C 2.46731 -1.39653 3.97678
C 2.10402 0.02017 3.54782
N 1.87989 0.20373 2.09547
C 3.08353 0.05746 1.25487
C 3.12931 -1.27276 0.52174
N 1.87730 -1.47206 -0.21265
C 1.89649 -2.65738 -1.09563
C 1.05805 -3.83622 -0.61774
C -0.45082 -3.59745 -0.65307
N -0.99045 -2.82619 0.48204
C -1.29062 -3.62897 1.68540
C -0.07775 -3.88400 2.58976
N 0.88531 -2.76150 2.61284
C 1.33555 -2.41575 3.97083
H 2.82595 -1.32704 5.00598
H 3.32086 -1.76984 3.40134
H 2.89983 0.69807 3.87667
H 1.17878 0.31575 4.04635
H 1.54476 1.15554 1.98213
H 3.99523 0.19079 1.84521
H 3.06923 0.85231 0.50147
H 3.27896 -2.10646 1.21100
H 3.99253 -1.26738 -0.15480
H 1.76654 -0.65854 -0.81337
H 2.93092 -2.98247 -1.24725
H 1.51472 -2.34854 -2.07042
H 1.37879 -4.17989 0.36851
H 1.27089 -4.66847 -1.29346
H -0.96862 -4.56150 -0.71162
H -0.68745 -3.04461 -1.56603
H -1.88134 -2.43335 0.18803
H -1.72858 -4.59282 1.40323
H -2.04298 -3.07550 2.24325
H 0.43566 -4.80816 2.31410
H -0.45631 -4.03635 3.60145
H 1.70088 -3.04262 2.08035
H 1.66654 -3.31481 4.50335
H 0.47401 -2.01268 4.50695
N -1.04710 1.23011 -1.60836
P 0.16777 0.40509 -2.49561
C -0.25422 0.98010 -4.16892
C -0.82032 0.06866 -5.05623
C -1.21126 0.47471 -6.32490
C -1.03376 1.79392 -6.71145
C -0.46410 2.70958 -5.83434
C -0.07311 2.30516 -4.56864
C 1.66368 1.38757 -2.09376
C 1.64485 2.51937 -1.28309
C 2.83222 3.15356 -0.93646
C 4.04659 2.65904 -1.39029
C 4.07558 1.52374 -2.19207
C 2.89188 0.88731 -2.53225
P -1.31339 0.92170 0.02915
C -1.26255 2.54563 0.84516
C -1.64866 3.71145 0.18521
C -1.57948 4.93544 0.83058
C -1.13393 5.00498 2.14568
C -0.76414 3.84741 2.81326
C -0.82631 2.62134 2.16499
C -3.06183 0.44859 0.11497
C -3.50355 -0.55816 -0.74522
C -4.79784 -1.04301 -0.64635
C -5.65946 -0.52461 0.31178
C -5.22949 0.48516 1.15758
C -3.93398 0.97298 1.06155
H -1.69091 1.80928 -2.13139
H -0.95162 -0.96417 -4.75381
H -1.64813 -0.23885 -7.01074
H -1.33286 2.11118 -7.70170
H -0.31876 3.73645 -6.14282
H 0.38779 3.01622 -3.89286
H 0.69978 2.90373 -0.91464
H 2.80569 4.03748 -0.31200
H 4.96959 3.15588 -1.12208
H 5.02044 1.13610 -2.55054
H 2.92154 -0.00390 -3.15301
H -2.00146 3.67537 -0.83783
H -1.87888 5.83563 0.31017
H -1.08527 5.96066 2.65003
H -0.43590 3.89495 3.84343
H -0.58300 1.70594 2.70382
H -2.83877 -0.94314 -1.51401
H -5.13778 -1.81858 -1.32039
H -6.66780 -0.90687 0.39533
H -5.90132 0.89018 1.90239
H -3.60334 1.76223 1.72663
O -3.34122 -1.67727 3.40531
S -2.38769 -0.61345 3.72493
N -1.16756 -0.45594 2.91607

Summary:
Frontier orbital gap (alpha / beta) (eV): 8.5 / 9.0
Total charge: +1
ΔE to the lowest compared entry with this formula, charge and spin (kJ/mol): 7.6
E (eV): -107707.629
2S+1: 6

***

# C35H38O2P2PtSi2

A molecular structure, C35H38O2P2PtSi2 (wB97M-V/def2-TZVPD, the Open Molecules 2025 dataset).

Cartesian coordinates (Å):
Pt -1.17041 -0.03961 -1.65262
O 1.05473 -0.12681 -2.24860
P 2.06475 0.10133 -1.16509
C 1.33159 0.06777 0.49604
P 0.33167 -1.42524 0.81331
O -0.28007 -1.98954 -0.43023
C -0.80717 -0.91847 2.11421
C -0.99603 -1.70082 3.25122
C -1.93732 -1.32694 4.20017
C -2.69326 -0.17825 4.01596
C -2.51042 0.60628 2.88417
C -1.56803 0.23927 1.93945
C 1.43788 -2.64914 1.54990
C 2.45440 -2.33303 2.44682
C 3.27761 -3.32970 2.94700
C 3.07912 -4.65002 2.56503
C 2.05686 -4.97343 1.68470
C 1.24077 -3.97536 1.17352
C 2.82297 1.72529 -1.31466
C 3.44284 2.38690 -0.25624
C 3.95933 3.65903 -0.44115
C 3.85656 4.27425 -1.68234
C 3.23824 3.62019 -2.73744
C 2.71985 2.34639 -2.55635
C 3.34889 -1.15351 -1.15236
C 2.97542 -2.43961 -1.54023
C 3.89527 -3.47360 -1.46526
C 5.18362 -3.22640 -1.01185
C 5.56210 -1.94284 -0.64306
C 4.64677 -0.90374 -0.71533
H 0.66291 0.93151 0.54422
H 2.10258 0.18604 1.26044
H -0.41736 -2.60452 3.39509
H -2.08459 -1.93950 5.08004
H -3.43319 0.10383 4.75412
H -3.11256 1.49044 2.71706
H -1.45861 0.82575 1.03409
H 2.61017 -1.30995 2.76781
H 4.07331 -3.07705 3.63552
H 3.72244 -5.42711 2.95728
H 1.89882 -6.00263 1.38954
H 0.45607 -4.20900 0.46455
H 3.51582 1.92151 0.71995
H 4.43296 4.17481 0.38367
H 4.25228 5.27175 -1.82233
H 3.14837 4.10541 -3.70024
H 2.20900 1.83376 -3.36168
H 1.96578 -2.61780 -1.89182
H 3.60577 -4.47353 -1.76072
H 5.89986 -4.03604 -0.95463
H 6.57217 -1.74933 -0.30644
H 4.94844 0.10019 -0.44272
C -4.38276 -0.80887 -2.68809
Si -3.35603 -0.43687 -1.14691
C -3.57474 -1.93966 -0.02717
C -4.13069 1.08700 -0.34447
C -5.26151 1.12163 0.47304
C -5.73576 2.32544 0.97441
C -5.08939 3.51378 0.64974
C -3.97052 3.49088 -0.17120
C -3.47321 2.28355 -0.66783
Si -1.90304 2.09217 -1.72012
C -2.18365 2.82982 -3.43202
C -0.64254 3.24302 -0.88116
H -5.42169 -1.01098 -2.41093
H -3.99620 -1.68340 -3.21709
H -4.37502 0.03334 -3.38226
H -4.63894 -2.17960 0.06037
H -3.17045 -1.79182 0.97497
H -3.07041 -2.80393 -0.46501
H -5.77317 0.19992 0.73335
H -6.60892 2.34287 1.61606
H -5.46074 4.45489 1.03775
H -3.47775 4.42722 -0.41525
H -2.51728 3.86997 -3.36841
H -2.93420 2.26408 -3.98644
H -1.25495 2.80379 -4.00780
H -1.01750 4.27100 -0.92065
H 0.33263 3.23337 -1.37418
H -0.50048 2.99816 0.17583

Summary:
Frontier orbital gap (eV): 7.8
Total charge: 0
ΔE to the lowest compared entry with this formula, charge and spin (kJ/mol): 14.1
E (eV): -78591.947

***

# C29H75N5O22

11 unconnected molecules or ions with the total composition C29H75N5O22 in a non-equilibrium geometry (wB97M-V/def2-TZVPD, the Open Molecules 2025 dataset).

Cartesian coordinates (Å):
C 2.05623 6.28412 2.23159
N 2.02460 5.21214 3.24455
O 2.35842 5.52848 4.36553
O 1.60846 4.10982 2.93527
H 2.65006 6.07546 1.34752
H 2.42836 7.17612 2.72320
H 1.05796 6.53379 1.87652
C -3.90137 2.55381 -0.73462
N -4.57408 3.79244 -1.23063
O -5.71976 3.98883 -0.87734
O -3.94116 4.51982 -1.97214
H -4.46992 1.74211 -1.19571
H -3.99170 2.47655 0.33973
H -2.91272 2.54839 -1.17473
C -2.28631 -1.63456 -3.22950
N -3.16252 -0.43237 -3.11383
O -4.14448 -0.51630 -2.40359
O -2.85921 0.54482 -3.77386
H -2.84631 -2.35856 -3.81545
H -1.93234 -2.02029 -2.28006
H -1.43327 -1.30358 -3.81646
C 3.41123 3.36872 -0.06434
N 4.56857 2.54005 -0.47976
O 5.64087 3.08730 -0.65209
O 4.33799 1.37236 -0.71012
H 3.14304 3.14208 0.96453
H 2.60754 3.07807 -0.73375
H 3.62315 4.42146 -0.19582
C -2.52363 -1.96500 4.64406
N -3.77237 -1.49128 3.98649
O -3.64128 -0.88183 2.94254
O -4.82204 -1.73057 4.53728
H -2.20092 -1.22429 5.36838
H -1.83730 -2.18110 3.83607
H -2.78230 -2.85100 5.21801
C 3.24818 -4.25510 -0.37070
O 2.86578 -5.49388 -0.91061
C 2.93797 -5.54219 -2.32166
C 2.05436 -6.66026 -2.81866
O 2.72739 -7.88830 -2.61795
C 1.91422 -8.99730 -2.92674
H 4.22412 -3.90141 -0.71473
H 3.11306 -4.31612 0.70496
H 2.53959 -3.46651 -0.69160
H 3.97265 -5.72897 -2.64120
H 2.62230 -4.59166 -2.77565
H 1.81745 -6.53241 -3.88195
H 1.14935 -6.66222 -2.19279
H 0.97796 -8.96538 -2.34917
H 2.50370 -9.88066 -2.71479
H 1.59398 -8.96498 -3.97955
C 0.10796 1.99819 1.04934
O -0.97771 1.35991 0.41962
C -0.72364 0.21274 -0.33354
C -0.73002 -1.02290 0.53337
O -0.84490 -2.21188 -0.20935
C -0.54582 -3.39828 0.51391
H 0.90029 2.13979 0.30441
H 0.45326 1.45670 1.93188
H -0.23117 2.99832 1.30985
H 0.20543 0.30649 -0.91103
H -1.54591 0.13577 -1.05541
H -1.52722 -0.96903 1.28961
H 0.18016 -1.02801 1.15179
H 0.35527 -3.83600 0.07415
H -1.41384 -4.03174 0.34213
H -0.33202 -3.23355 1.57163
C -0.63857 -6.99633 2.89249
O -1.56657 -7.39047 1.89262
C -0.93288 -7.69777 0.66945
C -1.95103 -8.24399 -0.29539
O -3.06883 -7.38951 -0.48023
C -2.79270 -6.34844 -1.36125
H -0.32805 -5.96322 2.70471
H 0.21200 -7.67865 2.95700
H -1.18803 -7.04022 3.83221
H -0.12799 -8.42970 0.83292
H -0.43115 -6.79512 0.27808
H -2.33408 -9.20324 0.05347
H -1.47619 -8.41058 -1.27438
H -2.01877 -5.66747 -0.97489
H -3.67249 -5.72706 -1.51765
H -2.42930 -6.72206 -2.32968
C 4.54027 -2.07863 3.13220
O 3.46626 -1.93961 2.24629
C 2.77387 -0.72432 2.40057
C 2.01331 -0.51751 3.69412
O 0.88020 -1.35798 3.77174
C 1.12165 -2.67315 4.22531
H 4.25929 -2.03453 4.18892
H 5.28861 -1.29138 2.95380
H 5.02835 -3.03483 2.95286
H 2.06727 -0.65794 1.57825
H 3.46336 0.13795 2.34911
H 1.62239 0.50244 3.68419
H 2.61988 -0.60635 4.60247
H 1.53387 -3.30777 3.43539
H 0.16892 -3.08536 4.55695
H 1.80789 -2.65293 5.08045
C -2.13142 10.81254 -1.20140
O -2.05509 9.58243 -0.53454
C -2.87703 8.59332 -1.14024
C -2.86009 7.37536 -0.25569
O -1.58751 6.75024 -0.31588
C -1.45889 5.74536 0.63784
H -1.94304 10.71323 -2.27506
H -1.35119 11.45795 -0.78547
H -3.07492 11.34119 -1.01420
H -2.50255 8.40370 -2.14997
H -3.91232 8.95818 -1.14344
H -3.59911 6.64318 -0.60092
H -3.06811 7.73518 0.75910
H -1.70027 6.09231 1.65532
H -0.41445 5.42990 0.67849
H -2.06772 4.84792 0.45319
C 2.13949 5.40855 -2.88072
O 1.39239 4.96590 -1.76424
C 0.09684 4.51190 -2.08978
C 0.01683 3.41410 -3.09876
O 0.85112 2.34042 -2.72427
C 0.85060 1.31457 -3.68087
H 3.01404 5.91747 -2.48417
H 1.56765 6.13971 -3.47056
H 2.39024 4.58253 -3.55113
H -0.55921 5.32569 -2.42733
H -0.31203 4.14403 -1.14819
H 0.24393 3.77016 -4.11771
H -1.04696 3.13237 -3.16753
H 1.54999 1.53194 -4.49981
H -0.13104 1.07467 -4.09483
H 1.27543 0.43459 -3.18647

Summary:
Frontier orbital gap (eV): 9.6
Total charge: 0
ΔE to the lowest compared entry with this formula, charge and spin (kJ/mol): 0.0
SMILES: C[N+](=O)[O-].C[N+](=O)[O-].C[N+](=O)[O-].C[N+](=O)[O-].C[N+](=O)[O-].COCCOC.COCCOC.COCCOC.COCCOC.COCCOC.COCCOC
E (eV): -83763.299